P:
18
Properties=species:S:1:pos:R:3:lowdin_spin:R:1 method="wB97M-V/def2-TZVPD" gap_ev="8.67 / 2.03" spin_multiplicity=2 charge=+1
C 2.474 0.224 -0.617 0.00
O 3.307 -0.802 -0.155 0.00
C 3.360 1.441 -0.813 0.00
H 1.786 0.566 0.094 0.00
H 1.793 -0.306 -1.381 0.00
H 3.309 -0.840 0.779 0.00
H 3.638 1.900 0.206 0.00
H 2.825 2.186 -1.429 0.00
H 4.259 1.143 -1.405 0.00
C -2.434 -0.847 0.203 0.16
O -2.310 0.249 -0.703 0.60
C -3.591 -0.725 1.170 0.05
H -1.541 -0.824 0.884 0.07
H -2.256 -1.691 -0.425 0.08
H -3.261 0.480 -0.828 0.00
H -3.976 0.269 0.917 0.00
H -3.121 -0.815 2.272 0.03
H -4.259 -1.607 1.232 0.01



Q:
18
Properties=species:S:1:pos:R:3:lowdin_spin:R:1 method="wB97M-V/def2-TZVPD" gap_ev="10.63 / 4.10" spin_multiplicity=2 charge=+1
C -2.111 0.124 -0.074 0.13
O -2.591 0.721 1.078 0.41
C -0.573 0.338 -0.195 0.20
C 0.148 0.610 1.128 0.08
C 1.657 0.875 0.984 0.03
H -2.601 0.404 -1.018 0.00
H -2.304 -0.948 -0.101 0.04
H -2.824 1.650 0.837 0.00
H -0.048 -0.492 -0.660 0.01
H -0.428 1.355 -0.622 0.06
H -0.329 1.439 1.671 0.00
H 0.015 -0.331 1.709 0.04
H 1.650 1.830 0.445 0.01
H 2.139 1.047 1.939 0.00
H 2.117 0.020 0.489 0.00
H 2.164 -2.761 -1.975 0.00
H 3.597 -2.511 -2.167 0.00
O 2.757 -2.282 -2.551 0.00



Q takes first place; second place is 139.7 kJ/mol up.



P:
9
Properties=species:S:1:pos:R:3:mulliken_charge:R:1 method="wB97M-V/def2-TZVPD" gap_ev=11.87 smiles="O=C(F)[C@@H]1CO1" charge=0
O -0.502 2.290 -0.298 -0.47
C -0.412 1.136 -0.530 0.42
F -0.469 0.580 -1.716 -0.21
C -0.289 0.098 0.533 0.07
C 0.665 -0.983 0.208 -0.35
O -0.703 -1.146 0.063 -0.39
H -0.497 0.526 1.464 0.41
H 1.217 -0.872 -0.635 0.21
H 0.990 -1.631 0.912 0.31



Q:
9
Properties=species:S:1:pos:R:3:mulliken_charge:R:1 method="wB97M-V/def2-TZVPD" gap_ev="9.28 / 9.29" charge=0
C 1.402 -0.701 -0.878 0.30
C -0.803 0.934 0.696 -0.10
C -0.671 -0.451 0.211 -0.21
O 2.379 -0.193 -0.569 -0.31
O -0.585 -0.207 1.534 -0.31
F 1.147 -1.394 -2.010 -0.20
H 0.073 1.643 0.702 0.21
H -1.774 1.477 0.685 0.23
H -1.167 -1.109 -0.371 0.39



P takes first place; second place is 263.7 kJ/mol up.



P:
9
Properties=species:S:1:pos:R:3:mulliken_charge:R:1 method="wB97M-V/def2-TZVPD" gap_ev=10.29 charge=0
C 1.473 -0.065 -0.199 0.86
C -2.850 -0.416 -0.202 -0.02
C 2.761 0.032 -0.196 -1.00
O 0.316 -0.059 -0.180 -0.36
O -2.608 0.397 0.770 -0.29
F -4.017 -0.106 -0.624 -0.10
H 3.396 -0.809 -0.199 0.24
H -1.801 0.107 1.169 0.41
H 3.331 0.919 -0.339 0.26



Q:
9
Properties=species:S:1:pos:R:3:mulliken_charge:R:1 method="wB97M-V/def2-TZVPD" gap_ev=11.26 smiles="O=CO/C=C/F" charge=0
O 1.585 -1.158 -0.425 -0.48
C 1.814 -0.058 0.007 0.27
O 0.760 0.766 0.180 -0.31
C -0.529 0.406 -0.337 -0.24
C -1.433 -0.146 0.411 0.01
F -2.601 -0.447 -0.248 -0.24
H 2.718 0.545 0.232 0.32
H -0.790 0.450 -1.332 0.38
H -1.524 -0.357 1.512 0.30



Q takes first place; second place is 129.4 kJ/mol up.



P:
13
Properties=species:S:1:pos:R:3:mulliken_charge:R:1 method="wB97M-V/def2-TZVPD" gap_ev=10.81 smiles=N#C[C@H]1C[C@H]2CN21 charge=0
N 2.061 -1.518 0.970 -0.52
C 1.571 -0.479 0.826 0.28
C 0.699 0.665 0.510 0.13
C 0.341 0.702 -0.998 -0.67
C -1.023 0.173 -0.582 -0.08
C -1.030 -0.940 0.383 -0.33
N -0.737 0.412 0.882 -0.53
H 1.087 1.591 0.945 0.38
H 0.967 0.137 -1.694 0.28
H 0.259 1.738 -1.337 0.27
H -1.947 0.509 -1.045 0.32
H -0.243 -1.681 0.443 0.21
H -2.003 -1.312 0.697 0.25



Q:
13
Properties=species:S:1:pos:R:3:mulliken_charge:R:1 method="wB97M-V/def2-TZVPD" gap_ev="9.55 / 9.55" charge=0
C -0.290 1.011 0.319 0.15
C 0.919 0.884 -0.278 -0.66
C -0.972 1.090 1.603 -0.09
C 0.778 -0.312 -1.203 -0.51
C -0.129 -1.271 -0.366 -0.59
N -1.469 -0.120 1.445 -0.63
N -1.059 -0.184 0.075 0.06
H -0.962 1.770 2.485 0.35
H 1.705 1.457 -0.096 0.56
H 1.657 -0.874 -1.429 0.37
H 0.336 0.058 -2.107 0.25
H -0.765 -1.862 -0.942 0.32
H 0.254 -1.646 0.493 0.42



P takes first place; second place is 170.8 kJ/mol up.